{"formula": "C11H14O3S", "method": "ωB97M-V/def2-TZVPD", "species": ["C", "C", "C", "C", "C", "C", "C", "C", "C", "C", "C", "O", "O", "O", "S", "H", "H", "H", "H", "H", "H", "H", "H", "H", "H", "H", "H", "H", "H"], "positions_angstrom": [[-4.312, -0.080, -0.590], [-3.655, -0.530, -1.711], [-3.644, 0.702, 0.359], [-2.247, -0.318, -1.653], [-2.300, 1.014, 0.298], [-1.545, 0.365, -0.668], [2.073, 1.508, -0.299], [-0.040, 0.543, -0.963], [2.337, 2.576, -1.361], [1.651, -1.789, 2.057], [1.752, -2.067, 0.526], [2.468, 0.187, -0.772], [1.093, -1.545, -1.988], [0.663, 1.392, 0.070], [1.090, -0.768, -0.756], [-5.417, -0.089, -0.633], [-4.106, -0.928, -2.559], [-4.336, 1.156, 1.026], [-1.617, -0.785, -2.364], [-1.650, 1.681, 0.825], [2.558, 1.794, 0.597], [1.901, 3.528, -0.885], [1.857, 2.461, -2.333], [3.386, 2.658, -1.399], [0.748, -1.288, 2.252], [1.631, -2.790, 2.614], [2.487, -1.251, 2.310], [1.249, -2.904, 0.250], [2.712, -2.270, 0.217]], "lowdin_charge": [-0.097, -0.047, -0.076, -0.034, -0.027, -0.203, -0.382, -0.165, -0.004, -0.093, -0.268, -0.213, -0.351, -0.114, 0.910, 0.114, 0.085, 0.092, 0.095, 0.107, 0.138, 0.119, 0.090, 0.064, 0.043, 0.104, 0.031, 0.035, 0.047], "total_charge": 0, "e_tot_ev": -28604.0819, "gap_ev": [6.36, 7.84], "multiplicity": 3, "relative_energy_kj_mol": 273.50}


{"formula": "C19H41IN8O21S", "method": "ωB97M-V/def2-TZVPD", "species": ["C", "C", "C", "O", "O", "C", "C", "C", "C", "O", "S", "O", "O", "C", "O", "C", "N", "C", "C", "C", "O", "I", "H", "H", "H", "H", "H", "H", "H", "H", "H", "H", "H", "H", "H", "H", "H", "H", "H", "H", "H", "H", "C", "N", "O", "O", "H", "H", "H", "C", "N", "O", "O", "H", "H", "H", "C", "N", "O", "O", "H", "H", "H", "C", "N", "O", "O", "H", "H", "H", "C", "N", "O", "O", "H", "H", "H", "C", "N", "O", "O", "H", "H", "H", "C", "N", "O", "O", "H", "H", "H"], "positions_angstrom": [[3.943, -1.085, 0.900], [3.593, -1.603, -0.542], [2.743, -0.642, -1.390], [3.161, -0.292, -2.443], [1.495, -0.187, -1.015], [1.544, 0.954, -0.138], [0.409, 0.756, 0.915], [-0.986, 0.695, 0.197], [-2.002, 1.544, 1.046], [-3.323, 0.962, 1.077], [-3.227, -0.394, 1.988], [-4.581, -0.873, 2.108], [-2.703, -0.134, 3.316], [-2.141, -1.533, 1.028], [-2.947, -2.568, 0.543], [-1.012, -2.195, 1.911], [-1.358, -3.548, 2.385], [-1.468, -0.756, -0.169], [-2.383, -0.704, -1.426], [-2.282, -1.979, -2.292], [-1.640, -2.900, -2.009], [-3.415, -2.154, -4.152], [3.134, -0.525, 1.395], [4.121, -1.985, 1.523], [4.908, -0.547, 0.879], [4.553, -1.725, -1.076], [3.156, -2.613, -0.432], [1.297, 1.894, -0.680], [2.533, 1.109, 0.328], [0.639, -0.127, 1.538], [0.382, 1.653, 1.571], [-0.850, 1.244, -0.756], [-1.665, 1.771, 2.086], [-2.115, 2.527, 0.545], [-3.517, -2.930, 1.237], [-0.056, -2.286, 1.354], [-0.776, -1.579, 2.812], [-0.619, -3.859, 3.013], [-2.234, -3.483, 2.904], [-0.590, -1.364, -0.451], [-2.011, 0.111, -2.086], [-3.431, -0.436, -1.195], [-1.793, 3.842, 5.057], [-0.845, 4.154, 3.952], [-0.754, 3.343, 3.047], [-0.231, 5.195, 4.031], [-2.266, 2.886, 4.850], [-1.218, 3.798, 5.979], [-2.530, 4.640, 5.091], [2.667, -4.971, 4.811], [2.279, -4.351, 3.517], [1.261, -4.746, 2.983], [3.010, -3.482, 3.082], [1.929, -5.720, 5.075], [3.647, -5.423, 4.679], [2.696, -4.177, 5.553], [1.411, 1.908, -4.343], [0.056, 1.351, -4.100], [-0.475, 0.744, -5.003], [-0.430, 1.548, -2.996], [1.714, 1.660, -5.355], [1.349, 2.987, -4.211], [2.084, 1.457, -3.615], [1.071, 6.471, -3.051], [1.767, 5.476, -3.912], [1.127, 4.969, -4.816], [2.928, 5.239, -3.651], [0.050, 6.579, -3.400], [1.095, 6.094, -2.031], [1.611, 7.410, -3.135], [-6.767, 0.954, -3.295], [-6.559, 0.502, -4.697], [-6.141, 1.318, -5.495], [-6.822, -0.658, -4.941], [-6.492, 2.001, -3.224], [-7.818, 0.811, -3.058], [-6.133, 0.342, -2.658], [3.130, -2.222, -5.342], [4.119, -2.499, -6.419], [5.152, -3.058, -6.103], [3.821, -2.143, -7.541], [3.527, -2.590, -4.401], [2.980, -1.147, -5.302], [2.209, -2.739, -5.602], [1.214, -0.311, 5.973], [1.798, -1.546, 6.568], [1.139, -2.568, 6.498], [2.893, -1.445, 7.080], [0.241, -0.552, 5.555], [1.123, 0.423, 6.770], [1.896, 0.032, 5.198]], "lowdin_charge": [-0.081, -0.109, -0.457, 0.127, -0.030, -0.162, -0.095, -0.202, -0.171, -0.212, 0.726, -0.264, -0.288, -0.431, 0.000, -0.197, 0.023, -0.184, -0.124, -0.817, 0.034, 0.792, 0.057, 0.052, 0.083, 0.119, 0.124, 0.130, 0.119, 0.106, 0.107, 0.110, 0.082, 0.142, 0.111, 0.122, 0.103, 0.038, 0.077, 0.134, 0.101, 0.127, 0.059, -0.429, 0.036, 0.083, 0.095, 0.101, 0.104, 0.053, -0.423, 0.060, 0.056, 0.101, 0.104, 0.074, 0.058, -0.411, 0.082, 0.029, 0.105, 0.058, 0.079, 0.050, -0.444, 0.048, 0.076, 0.096, 0.101, 0.102, 0.041, -0.457, 0.060, 0.027, 0.092, 0.100, 0.089, 0.043, -0.452, 0.062, 0.062, 0.088, 0.090, 0.104, 0.050, -0.443, 0.051, 0.074, 0.092, 0.100, 0.101], "total_charge": 0, "smiles": "CCC(=O)OCC[C@@H]1COS(=O)(=O)[C@](O)(CN)[C@H]1CC(=O)I.C[N+](=O)[O-].C[N+](=O)[O-].C[N+](=O)[O-].C[N+](=O)[O-].C[N+](=O)[O-].C[N+](=O)[O-].C[N+](=O)[O-]", "e_tot_ev": -94200.6783, "gap_ev": 8.60, "multiplicity": 1}